Record 1
The following is a DFT calculation (ωB97M-V/def2-TZVPD) of 10 unconnected molecules or ions with the total composition C17H54N2O10 at a distorted geometry.

Calculated values
LUMO level	0.187	eV
HOMO level	-9.22	eV
strongest force on any atom	0.1450	hartree/bohr
energy above the lowest of the compared OMol25 structures with the same formula, charge and spin	0.859	eV
structure (SMILES)	NC(N)=O.CCO.CCO.CCO.CCO.CCO.CCO.CCO.CO.CO
E_tot	-41954.736	eV
gap between HOMO and LUMO	9.4	eV

```
83
Properties=species:S:1:pos:R:3:lowdin_charge:R:1
N 3.37811 0.46205 -2.50931 0.147
C 2.11011 0.23605 -2.54231 -0.652
N 1.77311 0.01705 -3.77031 0.191
O 1.27611 0.20905 -1.50731 -0.077
H 3.83811 0.41505 -1.55131 0.096
H 4.10511 0.34805 -3.32131 0.173
H 0.88511 -0.05595 -4.05931 0.041
H 2.47811 0.15405 -4.51931 0.140
C -0.93789 2.78105 -3.47431 -0.090
C -0.57189 3.12505 -4.88931 -0.317
O 0.13611 2.05505 -5.42931 -0.072
H -0.09789 2.75105 -2.76831 0.066
H -1.29489 1.78105 -3.24931 0.060
H -1.69789 3.42105 -2.99131 0.086
H 0.11511 3.92705 -4.89531 0.100
H -1.42189 3.31705 -5.53731 0.113
H 0.79111 2.45605 -5.97231 0.067
C -1.22689 -2.33295 -3.30131 -0.093
C -0.03089 -2.92095 -2.61731 -0.322
O -0.00089 -2.27095 -1.38131 -0.140
H -1.30989 -2.97295 -4.21531 0.084
H -1.02989 -1.25395 -3.56131 0.078
H -2.18689 -2.42595 -2.75631 0.081
H 0.86611 -2.87595 -3.24231 0.117
H -0.29789 -3.95295 -2.45431 0.102
H 0.50511 -1.44495 -1.47831 0.034
C 0.40111 1.18905 2.82369 -0.059
C 1.89911 0.83005 2.53969 -0.319
O 2.70311 1.76205 3.16269 -0.074
H -0.27689 0.40305 2.48569 0.030
H -0.04089 2.02005 2.29669 0.047
H -0.02989 1.23705 3.84669 0.083
H 2.06411 0.94505 1.46369 0.099
H 2.03911 -0.21695 2.87869 0.098
H 3.63011 1.47305 2.98569 0.096
C 0.26011 -2.65295 2.49069 -0.088
C -0.85589 -2.32695 3.47969 -0.276
O -2.07189 -2.65295 2.82769 -0.077
H 0.20111 -2.12895 1.54269 0.042
H 0.50811 -3.66395 2.33369 0.061
H 1.18811 -2.25195 2.93469 0.071
H -0.81689 -1.28795 3.85969 0.099
H -0.60189 -2.81095 4.39369 0.104
H -2.31189 -3.55795 3.01769 0.101
C -1.69889 1.16405 -0.16531 -0.081
C -1.85489 -0.23795 0.27869 -0.352
O -2.72089 -0.31495 1.36469 -0.073
H -1.19889 1.75205 0.57369 0.038
H -2.69389 1.53205 -0.50031 0.102
H -0.92389 1.20005 -1.01431 0.078
H -0.79789 -0.58995 0.43669 0.101
H -2.18389 -0.89295 -0.54931 0.112
H -2.59989 -1.10695 1.93469 0.068
C -0.11089 4.40705 -0.05831 -0.085
C -0.79289 5.34305 0.92569 -0.284
O -0.59989 4.83605 2.26369 -0.091
H -0.77389 3.64905 -0.23831 0.009
H 0.77911 3.97305 0.24869 0.062
H 0.02511 4.79005 -1.02031 0.054
H -1.89889 5.31105 0.56269 0.136
H -0.49389 6.42305 0.97469 0.113
H 0.19511 5.31905 2.52869 0.082
C 2.60711 -1.86395 0.01969 -0.107
C 4.04911 -1.62295 0.24469 -0.253
O 4.25111 -0.21595 -0.01731 -0.094
H 2.52911 -2.03695 -1.06431 0.082
H 2.01511 -1.05895 0.41469 0.057
H 2.14111 -2.72395 0.36969 0.058
H 4.66411 -2.24095 -0.42031 0.119
H 4.15611 -1.92395 1.29469 0.119
H 4.82711 0.15405 0.62869 0.080
C -2.11889 -4.72395 -0.05831 -0.148
O -0.93089 -4.03695 0.29569 -0.146
H -2.33689 -4.69295 -1.14431 0.071
H -2.99889 -4.32395 0.42369 0.065
H -1.94289 -5.79595 0.15769 0.087
H -0.83789 -3.16695 -0.07731 0.016
C -3.07389 0.36505 4.86369 -0.158
O -2.50289 1.04705 3.78769 -0.127
H -2.59689 0.72605 5.72069 0.056
H -2.78589 -0.72495 4.73569 0.082
H -4.16589 0.48705 4.93169 0.083
H -2.64389 0.56105 2.97869 0.019
```

Record 2
The following is a DFT calculation (ωB97M-V/def2-TZVPD) of a gas-phase ion, C6H11N4O2 (charge -1) at a distorted geometry.

Calculated values
total charge	-1
LUMO level (spin up / spin down)	3.444 / 3.444	eV
HOMO level (spin up / spin down)	-3.70 / -3.70	eV
strongest force on any atom	0.0958	hartree/bohr
energy above the lowest of the compared OMol25 structures with the same formula, charge and spin	0.402	eV
structure (SMILES)	[H]/N=[N+](\C)[N-]/N=C(\CC)CC(=O)[O-]
E_tot	-16452.261	eV
gap between HOMO and LUMO (spin up / spin down)	7.1 / 7.1	eV

```
23
Properties=species:S:1:pos:R:3:lowdin_charge:R:1
H 1.46967 -0.78646 -1.68307 0.103
N 1.29324 -0.49470 -0.65503 0.068
N 1.52235 -1.45594 0.13402 -0.373
C 2.27266 -2.67253 -0.19362 -0.048
N 0.76244 -1.56957 1.20898 -0.002
N -0.28551 -0.88492 1.23117 0.017
C -0.57838 0.07408 0.41913 -0.354
C 0.05890 1.45583 0.47817 -0.219
C -0.69453 2.46550 1.36033 -0.081
C -1.94670 0.02662 -0.14840 -0.058
C -1.75707 0.51292 -1.79933 -0.708
O -1.36677 -0.42356 -2.49777 -0.073
O -2.01073 1.69912 -2.06095 -0.071
H 3.10799 -2.39440 -1.04468 0.125
H 2.94226 -3.06311 0.65361 0.090
H 1.57715 -3.37852 -0.48791 0.037
H 1.06064 1.33680 0.79210 0.074
H 0.19862 1.80533 -0.49128 0.076
H -0.42773 3.51423 1.16057 0.068
H -0.51359 2.22562 2.38635 0.049
H -1.79584 2.27763 1.10921 0.077
H -2.64461 0.79016 0.32099 0.097
H -2.24446 -1.06015 -0.19259 0.105
```

Record 3
The following is a DFT calculation (ωB97M-V/def2-TZVPD) of a molecular structure, CH2NO4 at a distorted geometry.

Calculated values
spin multiplicity	3
total charge	+1
LUMO level (spin up / spin down)	-7.577 / -9.770	eV
HOMO level (spin up / spin down)	-12.82 / -16.84	eV
strongest force on any atom	0.2489	hartree/bohr
energy above the lowest of the compared OMol25 structures with the same formula, charge and spin	3.506	eV
E_tot	-10726.192	eV
gap between HOMO and LUMO (spin up / spin down)	5.2 / 7.1	eV

```
8
Properties=species:S:1:pos:R:3:lowdin_spin:R:1
C -1.33852 -1.24971 0.44902 0.741
N 1.34646 1.35293 -0.68178 0.031
O 2.19381 1.41965 0.06297 0.024
O 0.87640 1.77424 -1.64392 -0.006
O 0.37598 0.05115 0.00357 0.759
O -0.88971 -0.35505 -0.23826 0.455
H -0.15163 -1.61083 1.55870 -0.054
H -2.41278 -1.38237 0.48970 0.051
```

Record 4
The following is a DFT calculation (ωB97M-V/def2-TZVPD) of 3 unconnected molecules or ions with the total composition C2H9NO4 at a distorted geometry.

Calculated values
LUMO level	0.475	eV
HOMO level	-9.50	eV
strongest force on any atom	0.0707	hartree/bohr
energy above the lowest of the compared OMol25 structures with the same formula, charge and spin	1.701	eV
structure (SMILES)	NCC(=O)O.O.O
E_tot	-11899.129	eV
gap between HOMO and LUMO	10.0	eV

```
16
Properties=species:S:1:pos:R:3:lowdin_charge:R:1
N 3.61327 -0.96630 0.85533 -0.013
C 2.37617 -0.48329 1.46036 -0.213
C 1.65494 0.49994 0.54629 -0.517
O 2.19123 1.31275 -0.14523 0.136
O 0.29345 0.39500 0.81372 0.074
H 4.06812 -1.67505 1.48511 0.094
H 3.40005 -1.24512 -0.13161 0.093
H 1.55199 -1.28954 1.49115 0.129
H 2.47290 -0.20319 2.48516 0.113
H 0.07134 0.81383 -0.02347 0.097
O -6.77527 1.33782 -0.36741 -0.032
H -7.27349 1.86230 -0.97159 0.017
H -7.48256 0.93913 0.10587 0.014
O -0.03792 -0.34346 -2.84301 -0.051
H -0.87428 -0.59477 -2.51979 0.007
H 0.75007 -0.36006 -2.24088 0.050
```

Question: Among the records above, which one has the highest E_tot?
Answer: CH2NO4

Repeat the second record exactly.
The following is a DFT calculation (ωB97M-V/def2-TZVPD) of a gas-phase ion, C6H11N4O2 (charge -1) at a distorted geometry.

Calculated values
total charge	-1
LUMO level (spin up / spin down)	3.444 / 3.444	eV
HOMO level (spin up / spin down)	-3.70 / -3.70	eV
strongest force on any atom	0.0958	hartree/bohr
energy above the lowest of the compared OMol25 structures with the same formula, charge and spin	0.402	eV
structure (SMILES)	[H]/N=[N+](\C)[N-]/N=C(\CC)CC(=O)[O-]
E_tot	-16452.261	eV
gap between HOMO and LUMO (spin up / spin down)	7.1 / 7.1	eV

```
23
Properties=species:S:1:pos:R:3:lowdin_charge:R:1
H 1.46967 -0.78646 -1.68307 0.103
N 1.29324 -0.49470 -0.65503 0.068
N 1.52235 -1.45594 0.13402 -0.373
C 2.27266 -2.67253 -0.19362 -0.048
N 0.76244 -1.56957 1.20898 -0.002
N -0.28551 -0.88492 1.23117 0.017
C -0.57838 0.07408 0.41913 -0.354
C 0.05890 1.45583 0.47817 -0.219
C -0.69453 2.46550 1.36033 -0.081
C -1.94670 0.02662 -0.14840 -0.058
C -1.75707 0.51292 -1.79933 -0.708
O -1.36677 -0.42356 -2.49777 -0.073
O -2.01073 1.69912 -2.06095 -0.071
H 3.10799 -2.39440 -1.04468 0.125
H 2.94226 -3.06311 0.65361 0.090
H 1.57715 -3.37852 -0.48791 0.037
H 1.06064 1.33680 0.79210 0.074
H 0.19862 1.80533 -0.49128 0.076
H -0.42773 3.51423 1.16057 0.068
H -0.51359 2.22562 2.38635 0.049
H -1.79584 2.27763 1.10921 0.077
H -2.64461 0.79016 0.32099 0.097
H -2.24446 -1.06015 -0.19259 0.105
```

Question: What is the formula in the fourth record?
Answer: C2H9NO4

Please write out number 2 again, unchanged.
The following is a DFT calculation (ωB97M-V/def2-TZVPD) of a gas-phase ion, C6H11N4O2 (charge -1) at a distorted geometry.

Calculated values
total charge	-1
LUMO level (spin up / spin down)	3.444 / 3.444	eV
HOMO level (spin up / spin down)	-3.70 / -3.70	eV
strongest force on any atom	0.0958	hartree/bohr
energy above the lowest of the compared OMol25 structures with the same formula, charge and spin	0.402	eV
structure (SMILES)	[H]/N=[N+](\C)[N-]/N=C(\CC)CC(=O)[O-]
E_tot	-16452.261	eV
gap between HOMO and LUMO (spin up / spin down)	7.1 / 7.1	eV

```
23
Properties=species:S:1:pos:R:3:lowdin_charge:R:1
H 1.46967 -0.78646 -1.68307 0.103
N 1.29324 -0.49470 -0.65503 0.068
N 1.52235 -1.45594 0.13402 -0.373
C 2.27266 -2.67253 -0.19362 -0.048
N 0.76244 -1.56957 1.20898 -0.002
N -0.28551 -0.88492 1.23117 0.017
C -0.57838 0.07408 0.41913 -0.354
C 0.05890 1.45583 0.47817 -0.219
C -0.69453 2.46550 1.36033 -0.081
C -1.94670 0.02662 -0.14840 -0.058
C -1.75707 0.51292 -1.79933 -0.708
O -1.36677 -0.42356 -2.49777 -0.073
O -2.01073 1.69912 -2.06095 -0.071
H 3.10799 -2.39440 -1.04468 0.125
H 2.94226 -3.06311 0.65361 0.090
H 1.57715 -3.37852 -0.48791 0.037
H 1.06064 1.33680 0.79210 0.074
H 0.19862 1.80533 -0.49128 0.076
H -0.42773 3.51423 1.16057 0.068
H -0.51359 2.22562 2.38635 0.049
H -1.79584 2.27763 1.10921 0.077
H -2.64461 0.79016 0.32099 0.097
H -2.24446 -1.06015 -0.19259 0.105
```